# 1
An isolated molecule of C7H12N2O2, computed with ωB97M-V/def2-TZVPD.

Calculated values
structure (SMILES) = [O-]/C(=N\O)[C@@H]1C[C@@H]2CC[N@H+]1C2
charge = 0
relative energy (zero: lowest compared OMol25 entry of this formula, charge and spin) = 396.8 kJ/mol

Each line ends with the natural charge from an NBO analysis.
CARTESIAN COORDINATES (ANGSTROEM)
O 0.05642 2.05047 1.07798  -0.8254
C -0.69632 1.12313 0.64139  0.4433
N -1.55165 0.45666 1.35631  -0.3103
O -1.58797 1.01747 2.65684  -0.5921
C -0.47623 0.62575 -0.80731  -0.0957
C -1.02374 -0.79804 -1.10671  -0.4483
C 0.23255 -1.67801 -1.37057  -0.2279
C 1.02315 -1.93226 -0.02921  -0.4200
C 1.58797 -0.49874 0.30617  -0.2374
N 1.02373 0.28010 -0.81795  -0.3832
C 1.11805 -0.64408 -2.09740  -0.2009
H -0.95720 1.71382 2.59025  0.4660
H -0.76926 1.38769 -1.52486  0.2334
H -1.74995 -0.83682 -1.91528  0.2219
H -1.55547 -1.15176 -0.24538  0.2730
H 0.08855 -2.56781 -1.95624  0.2355
H 1.83428 -2.62064 -0.18964  0.2126
H 0.32887 -2.32589 0.73068  0.2435
H 1.25009 -0.15348 1.29327  0.2808
H 2.68810 -0.48457 0.21000  0.2157
H 1.36891 1.23865 -0.77356  0.4653
H 2.21924 -0.94247 -2.18479  0.2222
H 0.60908 -0.14408 -2.89963  0.2280

# 2
An isolated molecule of C7H12N2O2S, computed with ωB97M-V/def2-TZVPD.

Calculated values
structure (SMILES) = C/C=C(/C#N)CCN=[S@](C)(=O)O
charge = 0
relative energy (zero: lowest compared OMol25 entry of this formula, charge and spin) = 497.4 kJ/mol

Each line ends with the natural charge from an NBO analysis.
CARTESIAN COORDINATES (ANGSTROEM)
C -2.11223 -1.00009 0.90974  -0.6714
C -2.05283 -0.96506 -0.61324  -0.0949
C -1.36781 0.05658 -1.18033  -0.1368
C -1.29208 0.09409 -2.60742  0.2656
N -1.32151 0.15286 -3.75016  -0.3335
C -0.57346 1.19882 -0.49219  -0.4718
C 0.79610 1.18484 -1.19148  -0.2421
N 1.55313 0.00322 -0.87615  -0.9249
S 1.89323 -0.47040 0.52422  2.1505
C 2.93240 -2.02912 0.26805  -0.7814
O 0.83127 -0.50764 1.52810  -0.9577
O 3.05054 0.47776 1.24364  -0.8827
H -2.32131 0.00288 1.29540  0.2167
H -1.24682 -1.42853 1.34750  0.2468
H -3.04347 -1.43593 1.31031  0.2159
H -2.48345 -1.83863 -1.04330  0.2184
H -1.21414 2.13358 -0.56672  0.2375
H -0.36965 0.76810 0.56597  0.2710
H 0.77653 1.19182 -2.29251  0.2245
H 1.26640 2.17152 -1.01391  0.2023
H 2.67642 -2.02006 -0.73335  0.2555
H 3.87564 -1.55510 0.29383  0.2448
H 2.79708 -2.99054 0.71617  0.2556
H 3.07754 0.09804 2.15295  0.4920

# 3
An isolated molecule of C7H12N2O5, computed with ωB97M-V/def2-TZVPD.

Calculated values
structure (SMILES) = C[C@H](NC(=O)[C@@H](N)CC(=O)O)C(=O)O
charge = 0
relative energy (zero: lowest compared OMol25 entry of this formula, charge and spin) = 4.1 kJ/mol

Each line ends with the natural charge from an NBO analysis.
CARTESIAN COORDINATES (ANGSTROEM)
C -2.24373 -1.53756 1.25248  -0.6125
C -2.05405 -0.64004 0.00420  -0.1544
N -0.98550 0.32093 0.19785  -0.6188
C 0.29686 -0.04936 0.11720  0.6685
O 0.67851 -1.21896 0.04598  -0.6347
C 1.28832 1.14175 0.09717  -0.1272
N 0.73817 2.27469 0.89557  -0.8532
C 2.71336 0.66260 0.55580  -0.5175
C 3.34905 -0.29349 -0.41650  0.8133
O 3.47864 -0.11580 -1.59075  -0.6058
O 3.87886 -1.35223 0.20530  -0.6861
C -3.41592 -0.03263 -0.42785  0.7923
O -4.45130 -0.63179 -0.56915  -0.5817
O -3.32528 1.26473 -0.78579  -0.6927
H -1.26622 -2.02794 1.48234  0.2406
H -3.00244 -2.32329 1.11276  0.2329
H -2.52645 -0.89695 2.11902  0.2027
H -1.75240 -1.31334 -0.79882  0.2469
H -1.13486 1.29254 0.44649  0.4410
H 1.45396 1.41292 -0.93074  0.2359
H 0.64915 2.09630 1.88801  0.3689
H 1.30353 3.10306 0.76162  0.3738
H 2.75630 0.21478 1.56579  0.2345
H 3.38626 1.51353 0.54212  0.2324
H 4.38950 -1.93491 -0.39901  0.4988
H -4.20396 1.61867 -0.98318  0.5022

# 4
An isolated molecule of C7H12N2O5S, computed with ωB97M-V/def2-TZVPD.

Calculated values
structure (SMILES) = N[C@@H](CS)C(=O)N[C@@H](CC(=O)O)C(=O)O
charge = 0
relative energy (zero: lowest compared OMol25 entry of this formula, charge and spin) = 64.3 kJ/mol

Each line ends with the natural charge from an NBO analysis.
CARTESIAN COORDINATES (ANGSTROEM)
N 2.26023 -1.08628 1.25275  -0.8571
C 2.28616 0.05689 0.26843  -0.1395
C 3.30984 0.06888 -0.94494  -0.5215
S 4.93815 -0.28566 -0.23742  -0.0493
C 0.87782 0.38249 -0.26534  0.6812
O 0.74592 1.19195 -1.21856  -0.6857
N -0.15487 -0.11926 0.36908  -0.5771
C -1.51985 0.10130 -0.15051  -0.1666
C -2.42711 -1.01829 0.26694  -0.5345
C -3.82358 -1.09938 -0.37553  0.7862
O -4.18962 -2.08488 -1.03594  -0.5703
O -4.65670 -0.06347 -0.17124  -0.6686
C -2.03640 1.48066 0.20186  0.7874
O -3.01162 1.78920 0.92490  -0.6180
O -1.32590 2.48556 -0.31131  -0.6509
H 3.14541 -1.14487 1.83681  0.4044
H 2.16089 -1.93443 0.68256  0.3601
H 2.50568 0.99980 0.81028  0.2242
H 2.98358 -0.75237 -1.56527  0.2251
H 3.43577 1.02098 -1.42652  0.2531
H 5.16609 0.94138 0.35312  0.1296
H 0.04881 -0.85714 1.00914  0.4361
H -1.47030 0.18947 -1.24468  0.2457
H -2.48449 -1.02501 1.35043  0.2424
H -1.92073 -1.99224 0.10325  0.2472
H -4.26566 0.63899 0.33132  0.5099
H -0.57750 2.11573 -0.81358  0.5066

# 5
An isolated molecule of C7H12N2O6, computed with ωB97M-V/def2-TZVPD.

Calculated values
structure (SMILES) = N[C@@H](CC(=O)O)C(=O)N[C@@H](CO)C(=O)O
charge = 0
relative energy (zero: lowest compared OMol25 entry of this formula, charge and spin) = 403.2 kJ/mol

Each line ends with the natural charge from an NBO analysis.
CARTESIAN COORDINATES (ANGSTROEM)
N 1.77577 -1.60439 -1.24251  -0.8540
C 2.06373 -1.13339 0.01252  -0.1403
C 2.55873 0.31207 0.04345  -0.5532
C 1.52055 1.31562 -0.65466  0.8286
O 1.22329 1.23604 -1.74144  -0.5673
O 0.97180 1.93670 0.38453  -0.6952
C 0.85670 -0.96999 0.96153  0.7141
O 0.85475 -1.09281 2.17967  -0.5687
N -0.31304 -0.81895 0.09102  -0.7287
C -1.57675 -0.18155 0.67809  -0.1955
C -1.41961 1.30000 1.07100  -0.1081
O -1.57316 2.23064 0.02887  -0.7350
C -2.62346 -0.47977 -0.28211  0.7993
O -3.47225 0.24384 -0.66779  -0.5903
O -2.98056 -1.88587 -0.61090  -0.7327
H 2.64383 -2.10203 -1.74285  0.3864
H 1.52254 -0.72582 -1.73250  0.3911
H 2.76590 -1.84578 0.54390  0.2210
H 2.76979 0.81528 1.03403  0.2516
H 3.45466 0.14538 -0.66121  0.2249
H 0.26461 2.43272 -0.03746  0.5158
H -0.55313 -1.49646 -0.71155  0.4581
H -2.06032 -0.79907 1.44384  0.2477
H -2.20447 1.49072 1.81878  0.1826
H -0.31565 1.29244 1.40306  0.2507
H -2.44004 2.01720 -0.23884  0.4975
H -3.71419 -1.63278 -1.37049  0.4995

# 6
A cluster of 2 separate species, C7H12N2OS2Si in total, computed with ωB97M-V/def2-TZVPD.

Calculated values
structure (SMILES) = CCCC[SiH2]N=C=S.N#CSC=O
charge = 0
relative energy (zero: lowest compared OMol25 entry of this formula, charge and spin) = 0.0 kJ/mol

Each line ends with the natural charge from an NBO analysis.
CARTESIAN COORDINATES (ANGSTROEM)
C -3.36942 0.53865 1.27076  -0.6218
C -2.84766 0.14972 -0.13890  -0.4030
C -1.67956 -0.98997 -0.21140  -0.4077
C -0.36470 -0.39150 -0.58262  -0.8568
Si 0.19127 1.11979 0.39856  1.2913
N 1.88261 1.25696 -0.12235  -0.8746
C 2.85969 1.97986 -0.07204  0.2241
S 4.02658 2.95820 -0.37754  0.0861
H -3.88250 1.49190 1.14273  0.2110
H -4.04525 -0.17540 1.90817  0.2235
H -2.46915 0.85757 1.84964  0.1960
H -2.33634 0.94464 -0.72882  0.1945
H -3.77847 -0.02364 -0.60505  0.2080
H -1.61474 -1.60083 0.65633  0.2110
H -1.95445 -1.62718 -1.01546  0.2122
H -0.28967 -0.13823 -1.70384  0.2312
H 0.45111 -1.08523 -0.42983  0.2441
H -0.52191 2.36297 0.23380  -0.1770
H -0.00928 0.71620 1.86882  -0.1762
N 1.90317 -3.42379 -0.15627  -0.2849
C 2.62873 -2.56860 0.07514  -0.0038
S 3.64173 -1.38601 0.62221  0.2869
C 3.86277 -0.53614 -0.98826  0.2994
O 4.73482 0.21972 -1.18278  -0.4803
H 2.98061 -0.64966 -1.71100  0.1669

# 7
An isolated molecule of C7H12N2S, computed with ωB97M-V/def2-TZVPD.

Calculated values
structure (SMILES) = C=C=C(C)N(C)N(C)C=S
charge = 0
relative energy (zero: lowest compared OMol25 entry of this formula, charge and spin) = 439.4 kJ/mol

Each line ends with the natural charge from an NBO analysis.
CARTESIAN COORDINATES (ANGSTROEM)
C 2.29823 -1.71299 -0.14101  -0.4225
C 1.57282 -0.68273 0.07003  -0.0235
C 0.81893 0.37313 -0.06257  0.1157
C 1.45626 1.76704 -0.12665  -0.6224
N -0.58971 0.29956 -0.01590  -0.2695
C -1.46626 1.33867 -0.52254  -0.4148
N -1.10995 -0.94271 -0.03620  -0.2254
C -0.90384 -1.80745 1.16446  -0.4452
C -1.61410 -1.54167 -1.07176  -0.0534
S -2.00507 -3.16211 -1.15337  -0.2225
H 2.42757 -2.19653 -1.03646  0.2073
H 2.73908 -2.13880 0.64777  0.1936
H 1.10003 2.34393 0.65744  0.2171
H 2.50855 1.53398 -0.19526  0.2440
H 1.04506 2.32783 -1.00686  0.2098
H -1.06709 2.23216 -0.07248  0.2068
H -1.27426 1.55387 -1.60322  0.1881
H -2.44483 1.10568 -0.15848  0.2289
H -1.22306 -1.25580 2.00977  0.2043
H -1.51662 -2.67681 1.01726  0.2473
H 0.22301 -2.10686 1.13626  0.2293
H -1.94597 -0.94821 -1.91893  0.2071

# 8
The ion C7H12N3 with charge +1, computed with ωB97M-V/def2-TZVPD.

Calculated values
structure (SMILES) = CCCNc1ccn[nH+]c1
charge = +1
relative energy (zero: lowest compared OMol25 entry of this formula, charge and spin) = 275.8 kJ/mol

Each line ends with the natural charge from an NBO analysis.
CARTESIAN COORDINATES (ANGSTROEM)
C 3.17370 -0.61018 0.62463  -0.6112
C 1.69222 -0.41366 0.14226  -0.4187
C 1.29810 1.09029 -0.06869  -0.2136
N 0.15327 1.14891 -1.04023  -0.6179
C -0.99403 0.45269 -0.58685  0.2049
C -1.37916 -0.86205 -1.03130  -0.1551
C -2.58570 -1.51720 -0.56106  0.0385
N -3.39226 -0.89521 0.29803  -0.1394
N -3.00928 0.27674 0.69778  -0.2221
C -1.94019 1.02941 0.38538  0.0372
H 3.23968 -0.34403 1.70673  0.2191
H 3.40006 -1.70144 0.54456  0.2280
H 3.89569 -0.04834 -0.00811  0.2202
H 1.47649 -1.01303 -0.77232  0.2083
H 1.01686 -0.81081 0.94606  0.1967
H 2.12841 1.67658 -0.53618  0.2292
H 0.99248 1.58014 0.88994  0.1780
H -0.10621 2.13401 -1.14058  0.3844
H -0.74358 -1.41039 -1.75738  0.2698
H -2.88476 -2.52044 -0.92816  0.2609
H -3.65446 0.72599 1.35987  0.4380
H -1.77733 2.03205 0.83559  0.2648

# 9
The ion C7H12N3O2 with charge +1, computed with ωB97M-V/def2-TZVPD.

Calculated values
structure (SMILES) = O=CON1C=N[C@H]2CCC[NH2+][C@H]21
charge = +1
relative energy (zero: lowest compared OMol25 entry of this formula, charge and spin) = 346.7 kJ/mol

Each line ends with the natural charge from an NBO analysis.
CARTESIAN COORDINATES (ANGSTROEM)
O -3.76611 -0.51692 1.20747  -0.5439
C -4.08604 0.42970 0.57727  0.6328
O -3.27878 1.09197 -0.29271  -0.3489
N -2.09980 0.44380 -0.65097  -0.1837
C -2.15779 -0.88908 -1.14817  0.2092
N -1.20496 -1.62836 -0.85409  -0.3890
C -0.45743 -1.14584 0.32931  -0.1361
C 1.04491 -1.49137 0.39252  -0.3965
C 1.79507 -0.49467 -0.51402  -0.4306
C 1.46612 0.93973 -0.00814  -0.2386
N 0.05159 1.26684 -0.27459  -0.4963
C -0.87530 0.32181 0.40926  0.0797
H -5.15281 1.03533 0.64786  0.1721
H -2.81716 -1.33422 -1.90235  0.2501
H -1.06242 -1.60764 1.04361  0.2571
H 1.38929 -2.49514 -0.07688  0.2727
H 1.33553 -1.32382 1.33971  0.2162
H 2.89183 -0.75563 -0.60300  0.2684
H 1.56257 -0.42882 -1.62339  0.2234
H 1.66898 1.00714 1.02212  0.2166
H 1.95801 1.80864 -0.30299  0.2281
H -0.03038 2.28516 -0.11768  0.4454
H -0.03544 1.26859 -1.22600  0.4307
H -1.00393 0.74578 1.46906  0.2611

# 10
A cluster of 2 separate species, C7H12N4O in total, computed with ωB97M-V/def2-TZVPD.

Calculated values
structure (SMILES) = [H]/N=C\N(O)CC.N#CCCC#N
charge = 0
relative energy (zero: lowest compared OMol25 entry of this formula, charge and spin) = 279.1 kJ/mol

Each line ends with the natural charge from an NBO analysis.
CARTESIAN COORDINATES (ANGSTROEM)
H -0.21075 1.31264 -1.36673  0.3726
N 0.30741 0.64366 -0.75226  -0.7067
C -0.51213 -0.03082 -0.05937  0.2714
N -1.90062 0.11623 0.00326  -0.1739
O -2.37746 0.93399 -1.03943  -0.5788
C -2.69093 -1.11550 0.05712  -0.2278
C -4.11107 -0.84470 0.51772  -0.6186
H -0.16926 -0.78855 0.65033  0.1647
H -2.72689 1.70742 -0.58919  0.4817
H -2.68299 -1.59930 -0.92684  0.1889
H -2.17585 -1.78297 0.77165  0.2033
H -4.61598 -0.17290 -0.18355  0.2160
H -4.67832 -1.77957 0.57035  0.2185
H -4.11428 -0.37745 1.50907  0.2129
N 5.21752 -1.78291 -0.52542  -0.3171
C 4.55760 -0.98116 -0.01201  0.2822
C 3.71155 0.04323 0.60550  -0.4968
C 2.81541 0.71863 -0.44375  -0.4932
C 1.96895 1.75012 0.18178  0.3186
N 1.30807 2.54551 0.68937  -0.3551
H 3.09616 -0.43444 1.38549  0.2498
H 4.35795 0.78139 1.09481  0.2546
H 3.41768 1.16960 -1.20837  0.2459
H 2.20826 -0.03213 -0.92953  0.2867

# 11
An isolated molecule of C7H12N6, computed with ωB97M-V/def2-TZVPD.

Calculated values
structure (SMILES) = [H]/N=C/Cc1nnc(NCCC)nn1
charge = 0
relative energy (zero: lowest compared OMol25 entry of this formula, charge and spin) = 230.5 kJ/mol

Each line ends with the natural charge from an NBO analysis.
CARTESIAN COORDINATES (ANGSTROEM)
H -0.18227 0.22333 3.93311  0.3449
N 0.38618 0.47191 3.09404  -0.6375
C 1.73552 0.60650 3.43722  0.1145
C 2.74864 1.00887 2.17101  -0.5032
C 2.00350 0.33942 0.82397  0.3242
N 1.56158 1.30570 -0.13461  -0.1773
N 0.94172 0.78845 -1.16143  -0.2084
C 0.83247 -0.63990 -1.11522  0.4538
N 0.05132 -1.25037 -2.30512  -0.6302
C -1.36229 -1.57836 -1.79095  -0.2316
C -2.41671 -0.31340 -2.07674  -0.4320
C -2.29760 0.83893 -0.88016  -0.6478
N 1.31315 -1.60897 -0.17499  -0.1807
N 1.93264 -1.08962 0.85092  -0.1692
H 2.09669 0.41078 4.53309  0.1912
H 2.75526 2.20041 2.11560  0.2611
H 3.83834 0.56552 2.30989  0.2465
H -0.06590 -0.52333 -3.05508  0.3788
H -1.77346 -2.56059 -2.32354  0.2092
H -1.37932 -1.75471 -0.61362  0.2124
H -2.28598 0.12955 -3.15802  0.2082
H -3.49916 -0.79789 -1.96731  0.2106
H -1.61211 1.70418 -1.31763  0.2280
H -3.33938 1.23279 -0.51470  0.2216
H -1.76969 0.35723 0.06066  0.2125

# 12
The ion C7H12NO with charge +1, computed with ωB97M-V/def2-TZVPD.

Calculated values
structure (SMILES) = C=C1C[C@@H](C)O[C@@]12C[NH2+]2
charge = +1
relative energy (zero: lowest compared OMol25 entry of this formula, charge and spin) = 392.7 kJ/mol

Each line ends with the natural charge from an NBO analysis.
CARTESIAN COORDINATES (ANGSTROEM)
C 1.20950 -0.07554 -2.25337  -0.3963
C 0.89757 0.07917 -0.98769  0.0896
C 1.49308 0.47608 0.32108  -0.4974
C 0.30996 0.26701 1.41015  0.1189
C 0.48645 1.09650 2.61671  -0.6313
O -0.99611 0.14595 0.77352  -0.4666
C -0.86932 -0.22092 -0.46073  0.4301
C -2.09124 -0.31813 -1.28793  -0.2506
N -1.39993 -1.59264 -0.98681  -0.5738
H 0.50172 -0.18097 -2.96138  0.2029
H 2.19030 -0.09506 -2.57330  0.2333
H 2.36276 -0.11781 0.65023  0.2627
H 1.81956 1.42105 0.27886  0.2390
H 0.45684 -0.74896 1.95891  0.1826
H 1.48956 1.35794 2.87377  0.2513
H 0.02818 0.64828 3.38457  0.2228
H 0.02585 2.14465 2.43345  0.2197
H -3.04209 -0.08789 -0.91673  0.2559
H -2.11352 -0.08023 -2.23531  0.2237
H -1.94993 -2.15619 -0.36700  0.4433
H -0.80920 -1.96228 -1.67100  0.4401

| no. | energy (eV) | HOMO-LUMO gap (eV) |
| --- | --- | --- |
| 1 | -14525.6775 | 7.400 |
| 2 | -25360.0712 | 9.635 |
| 3 | -20672.7894 | 10.448 |
| 4 | -31507.4590 | 9.908 |
| 5 | -22716.1501 | 9.959 |
| 6 | -42027.7024 | 9.980 |
| 7 | -21264.6597 | 8.418 |
| 8 | -11915.6824 | 8.824 |
| 9 | -16008.3526 | 10.409 |
| 10 | -15458.2186 | 9.822 |
| 11 | -16386.9380 | 8.668 |
| 12 | -10980.3550 | 11.267 |